No. 1
{"formula": "C2H11NO3", "method": "ωB97M-V/def2-TZVPD", "homo_ev": -7.880, "charge": 0, "total_energy_ha": -362.8790, "mol_weight_g_mol": 97.114, "relative_energy_ev": 10.760, "gap_ev": 2.0, "lumo_ev": -5.876, "symbols": ["C", "O", "C", "N", "H", "H", "H", "H", "H", "H", "H", "H", "H", "O", "H", "H", "O"], "positions_angstrom": [[1.82909, 0.51077, -0.27892], [-3.22087, 1.80676, 0.19356], [3.16878, 0.35803, 0.00577], [5.25046, 0.90490, -0.44548], [1.65139, 0.55113, -1.34887], [1.07385, 0.76499, 0.45214], [-4.11323, 2.05511, -0.06455], [3.47511, 0.44075, 1.04344], [3.73815, -0.43076, -0.45206], [4.92939, 1.69668, -1.01220], [6.16232, 1.23056, -0.08424], [-2.63052, -1.86937, 0.28806], [-2.26516, -3.22248, 1.13364], [-1.99118, -2.64290, 0.42252], [-4.50922, -1.03122, -0.14511], [-3.23946, 0.80601, 0.14369], [-3.59396, -0.74888, -0.04467]], "forces_ev_per_angstrom": [[1.2381, 1.4124, -1.3797], [0.1107, -0.0546, 0.0003], [0.4744, -1.2180, 3.1312], [0.6641, 0.0213, -2.5929], [-0.9933, -0.6261, 0.1315], [-0.0451, 0.1155, -0.0588], [0.0534, 0.0470, 0.0063], [-0.4141, -0.1772, 0.1618], [-0.3205, 0.0809, -0.8473], [-0.0114, -0.0935, -0.0585], [-0.8522, 0.4155, 1.5293], [-0.2137, -0.1201, 0.2134], [-0.3521, 0.2305, 0.1067], [0.7137, -0.1415, -0.3538], [0.0002, 0.0265, 0.0001], [-0.1886, 0.1510, -0.0095], [0.1363, -0.0696, 0.0198]], "lowdin_charge": [0.14, -0.12, -0.07, 0.12, 0.08, 0.09, 0.01, 0.06, 0.07, 0.02, 0.03, -0.05, 0.01, -0.11, -0.01, -0.03, -0.25]}

***

No. 2
{"formula": "CH6S2", "method": "ωB97M-V/def2-TZVPD", "homo_ev": -9.206, "charge": 0, "total_energy_ha": -838.0487, "smiles": "SS.C", "mol_weight_g_mol": 82.193, "relative_energy_ev": 0.164, "gap_ev": 9.5, "lumo_ev": 0.303, "symbols": ["S", "S", "H", "H", "C", "H", "H", "H", "H"], "positions_angstrom": [[-2.88989, 1.33155, -0.61406], [-2.09714, -0.58070, -0.75401], [-3.94682, 1.15558, 0.17323], [-1.82125, -0.74603, 0.56368], [2.13332, -0.25726, 0.16028], [2.21587, -1.23836, -0.29858], [2.93218, 0.34284, -0.28970], [2.27809, -0.18684, 1.23045], [1.19565, 0.17921, -0.17130]], "forces_ev_per_angstrom": [[0.6041, 0.2674, -0.2223], [-0.3974, 0.0733, 0.5655], [-0.3426, -0.3934, 0.0597], [0.1490, 0.0534, -0.4021], [0.5047, 0.6761, -0.9473], [-0.0017, -0.2786, 0.5154], [-0.1031, -0.0065, 0.0215], [-0.2444, -0.4484, 0.1529], [-0.1686, 0.0567, 0.2567]], "lowdin_charge": [0.21, 0.20, -0.22, -0.19, -0.05, 0.02, 0.02, 0.01, 0.00]}

***

No. 3
{"formula": "C4H6Br3NO2", "method": "ωB97M-V/def2-TZVPD", "homo_ev": [-8.586, -9.111], "charge": 0, "total_energy_ha": -8083.0601, "mol_weight_g_mol": 339.809, "relative_energy_ev": 2.429, "gap_ev": [6.6, 7.6], "lumo_ev": [-1.988, -1.537], "symbols": ["C", "C", "C", "C", "N", "O", "O", "Br", "Br", "Br", "H", "H", "H", "H", "H", "H"], "positions_angstrom": [[1.29820, -0.36361, -1.23315], [-1.46899, 1.04849, -0.27632], [-1.37445, -0.11018, 0.58359], [1.23670, 0.00639, 0.18137], [1.19952, -0.92570, 1.24778], [0.96381, -2.12148, 0.86426], [1.08805, -0.49012, 2.35040], [-3.44416, 1.66109, -0.18989], [-1.42568, -1.90393, 0.04498], [1.64867, 1.81266, 0.73436], [0.55112, -1.07206, -1.53980], [2.25410, -0.91987, -1.43574], [1.44787, 0.55907, -1.72427], [-1.32637, 0.88257, -1.29723], [-1.05654, 1.99334, 0.05987], [-1.59185, -0.05665, 1.62979]], "forces_ev_per_angstrom": [[2.4534, -1.0924, 0.6610], [-1.9672, 0.4326, 1.0543], [1.2388, -0.8621, -0.5542], [-0.7157, 0.8536, 1.1252], [-1.3941, -1.1461, -3.0602], [1.8490, 1.5470, 1.0149], [0.3934, -0.3058, 2.6558], [0.3029, -0.2273, -0.1576], [-1.3748, 1.1225, -0.2604], [-0.0215, -1.1696, -0.4981], [-0.7261, 0.2040, -0.2856], [-0.5379, 0.3026, 0.3176], [-0.5913, 0.7546, -1.2531], [0.4026, -0.3374, -1.4514], [0.5068, -0.4126, 0.2825], [0.1816, 0.3365, 0.4091]], "lowdin_charge": [-0.13, -0.61, -0.61, -0.63, -0.48, -0.14, -0.01, 0.54, 0.94, 0.82, 0.04, 0.12, 0.05, 0.04, 0.01, 0.06]}

***

No. 4
{"formula": "C37H84OP", "method": "ωB97M-V/def2-TZVPD", "homo_ev": -3.395, "charge": -1, "total_energy_ha": -1876.6059, "mol_weight_g_mol": 576.052, "gap_ev": 5.3, "lumo_ev": 1.885, "symbols": ["C", "C", "P", "C", "C", "C", "C", "C", "C", "C", "C", "C", "C", "C", "C", "C", "C", "C", "O", "C", "C", "H", "H", "H", "H", "H", "H", "H", "H", "H", "H", "H", "H", "H", "H", "H", "H", "H", "H", "H", "H", "H", "H", "H", "H", "H", "H", "H", "H", "H", "H", "H", "H", "H", "H", "H", "H", "H", "H", "H", "H", "H", "H", "C", "C", "C", "C", "C", "C", "H", "H", "H", "H", "H", "H", "H", "H", "H", "H", "H", "H", "H", "H", "C", "C", "C", "C", "C", "C", "H", "H", "H", "H", "H", "H", "H", "H", "H", "H", "H", "H", "H", "H", "C", "C", "C", "C", "C", "C", "H", "H", "H", "H", "H", "H", "H", "H", "H", "H", "H", "H", "H", "H"], "positions_angstrom": [[4.43548, 2.68092, 6.81005], [3.83124, 2.39235, 5.63692], [3.95636, 3.64279, 4.14950], [2.57312, 2.75893, 3.13739], [1.26512, 2.40281, 3.83426], [0.29254, 1.70428, 2.84845], [-0.30115, 2.72378, 1.85377], [-1.74762, 2.43835, 1.47574], [-2.38362, 3.56244, 0.59335], [-3.41570, 4.30590, 1.45628], [5.33703, 2.47360, 3.40326], [6.70886, 2.94071, 3.84929], [7.87801, 2.24379, 3.14130], [7.98314, 2.66215, 1.65576], [9.45343, 2.74338, 1.19112], [9.91329, 4.20887, 1.04489], [11.41599, 4.35971, 1.28855], [2.71585, 4.94310, 4.87760], [3.32340, 6.23015, 5.06489], [3.14871, 7.09972, 3.98469], [2.04241, 8.12386, 4.21081], [4.52735, 3.70082, 7.17189], [4.88433, 1.87227, 7.38870], [3.34706, 1.41480, 5.57689], [4.99688, 4.34383, 4.88850], [4.20463, 4.56330, 3.00379], [2.38577, 3.38574, 2.25942], [2.98218, 1.82178, 2.74100], [1.40178, 1.70927, 4.66431], [0.71413, 3.26923, 4.20204], [-0.55274, 1.29628, 3.41068], [0.82280, 0.93246, 2.29148], [0.33525, 2.76270, 0.96581], [-0.24973, 3.73129, 2.28036], [-2.35197, 2.40952, 2.38127], [-1.79229, 1.49196, 0.93319], [-1.63312, 4.24652, 0.19946], [-2.86760, 3.07508, -0.25474], [-3.03894, 4.37220, 2.47522], [-4.37873, 3.79878, 1.45644], [-3.57175, 5.31865, 1.08217], [5.18406, 1.43304, 3.70718], [5.28651, 2.54741, 2.31207], [6.80229, 2.81871, 4.93234], [6.80761, 4.01528, 3.65594], [7.77334, 1.15757, 3.18261], [8.80489, 2.53238, 3.64572], [7.45347, 1.94794, 1.02710], [7.49943, 3.63470, 1.56435], [10.11703, 2.29822, 1.93623], [9.62297, 2.20243, 0.25874], [9.64781, 4.54443, 0.04224], [9.40149, 4.80532, 1.79966], [11.98181, 3.63265, 0.70248], [11.75876, 5.36456, 1.04537], [11.63274, 4.14508, 2.33533], [2.29315, 4.57866, 5.81764], [1.86317, 5.09022, 4.19829], [4.08877, 7.64434, 3.85090], [2.96464, 6.57942, 3.04175], [2.12220, 8.88505, 3.42739], [1.04164, 7.69948, 4.12996], [2.15381, 8.64408, 5.16120], [1.73483, 2.42686, -4.76541], [0.40132, 1.71997, -4.99072], [-0.78857, 2.45846, -4.37967], [-0.73718, 2.61390, -2.85885], [-0.62899, 1.31172, -2.06906], [-1.82405, 0.38443, -2.26229], [1.97535, 2.50731, -3.70490], [2.54740, 1.87859, -5.24451], [1.71592, 3.43398, -5.18727], [0.45575, 0.70126, -4.59672], [0.23119, 1.62183, -6.06681], [-1.70980, 1.94038, -4.66387], [-0.85563, 3.45526, -4.82771], [-1.63678, 3.14727, -2.53547], [0.10440, 3.25738, -2.58826], [-0.54904, 1.56720, -1.01000], [0.29222, 0.78291, -2.32838], [-2.75256, 0.88042, -1.96821], [-1.71691, -0.51252, -1.65008], [-1.92385, 0.06215, -3.30158], [-6.64714, -4.37296, -2.28626], [-5.40671, -4.84427, -3.03985], [-4.13037, -4.11277, -2.62736], [-4.13516, -2.60671, -2.89386], [-4.37427, -2.20631, -4.34812], [-3.29402, -2.71012, -5.30069], [-6.85993, -3.32029, -2.47736], [-7.52461, -4.94550, -2.59235], [-6.52041, -4.50516, -1.20981], [-5.57097, -4.74232, -4.11645], [-5.26786, -5.91334, -2.85259], [-3.27943, -4.57170, -3.13879], [-3.95890, -4.27430, -1.55855], [-3.17644, -2.19461, -2.56867], [-4.89311, -2.12864, -2.26688], [-4.40902, -1.11487, -4.40254], [-5.35398, -2.55870, -4.68373], [-2.31147, -2.33523, -5.00602], [-3.48849, -2.37151, -6.31961], [-3.24882, -3.80026, -5.32138], [-4.74188, -9.30819, -3.52952], [-6.08578, -9.99388, -3.75547], [-7.26083, -9.23205, -3.14331], [-7.20580, -9.07389, -1.62294], [-7.12256, -10.38409, -0.84172], [-8.33357, -11.29009, -1.04360], [-4.50100, -9.23278, -2.46827], [-3.93811, -9.86690, -4.01092], [-4.75164, -8.30095, -3.95150], [-6.04840, -11.01417, -3.36368], [-6.25902, -10.08724, -4.83084], [-8.19204, -9.73141, -3.42594], [-7.30796, -8.23450, -3.59228], [-8.09524, -8.52383, -1.29966], [-6.35237, -8.44591, -1.35207], [-7.03485, -10.14595, 0.22146], [-6.21082, -10.92605, -1.10715], [-9.25307, -10.78184, -0.74577], [-8.24303, -12.19556, -0.44176], [-8.43878, -11.59890, -2.08474]], "forces_ev_per_angstrom": [[-0.4098, -0.7227, -0.7755], [-0.1651, 0.7387, 0.9643], [-0.0860, 0.1708, -0.1003], [0.0427, -0.1789, 0.3433], [-0.5608, -0.6889, -0.8108], [-0.1900, 1.1411, 0.1419], [0.2038, -0.1135, 0.0721], [0.2960, 0.6954, -0.9078], [-0.2309, -0.8280, 0.7476], [0.3125, 0.4142, -0.6683], [0.1134, 0.2920, 0.2730], [0.0921, -0.3730, -0.0616], [-0.3254, 0.4623, -0.3145], [0.5593, -0.5515, 0.3416], [-0.0758, 0.6871, 0.1897], [0.4273, -0.6328, 0.0891], [-0.2271, -0.1686, -0.1752], [-0.3069, 0.0148, -0.6038], [-0.0833, -0.3618, 0.2164], [0.1420, 0.5021, -0.0032], [0.0130, 0.2688, -0.3495], [0.8258, 0.0867, -0.3994], [-0.6760, 0.1226, 0.6548], [0.8595, -0.4180, -0.5260], [-0.0489, 0.0563, 0.1521], [-0.0229, 0.1267, -0.0317], [-0.0826, 0.1591, 0.0519], [0.0868, -0.0385, 0.0341], [0.2811, 0.1746, 0.1708], [0.2052, 0.1263, 0.2507], [0.1042, -0.3664, -0.0023], [-0.1352, -0.3120, 0.1383], [-0.1324, 0.0461, -0.1546], [0.0105, 0.0080, 0.1245], [0.0337, -0.5431, 0.0871], [-0.1664, -0.2057, 0.2690], [0.1256, -0.0157, 0.0625], [-0.0854, 0.2513, -0.1593], [-0.1057, 0.1391, 0.0987], [-0.0137, -0.1121, 0.1336], [-0.1509, 0.0601, 0.0689], [-0.0050, -0.0844, -0.1208], [-0.2663, -0.0837, -0.0465], [-0.0393, -0.0189, 0.0421], [-0.0705, 0.0716, 0.0408], [0.1067, -0.0662, 0.2434], [0.1003, -0.1108, 0.0280], [-0.2473, 0.0852, 0.0124], [-0.0326, 0.0428, -0.2782], [-0.1391, -0.2880, 0.0578], [0.0157, 0.0271, -0.0834], [-0.1141, 0.3360, 0.0763], [-0.2174, 0.1555, -0.1749], [0.0602, 0.0834, -0.1363], [0.1360, 0.0220, 0.0437], [0.0633, 0.1034, 0.0656], [0.1866, 0.2195, 0.2314], [-0.0351, -0.1027, -0.0553], [0.0670, -0.0182, 0.0147], [0.0413, -0.2492, 0.0653], [-0.0552, 0.0191, -0.0399], [-0.0130, -0.1397, 0.1991], [-0.0070, -0.1481, 0.1424], [-0.0176, -0.1213, -0.0197], [0.0291, 0.1023, -0.0467], [-0.0553, -0.0859, 0.0141], [0.0628, 0.0791, -0.0105], [-0.1182, 0.0434, 0.0092], [0.1064, -0.0424, 0.0239], [0.0042, 0.0229, 0.0005], [0.0219, 0.0292, 0.0051], [0.0004, 0.0205, 0.0357], [-0.0246, -0.0001, 0.0121], [-0.0041, -0.0384, 0.0034], [-0.0036, 0.0012, 0.0118], [0.0150, -0.0017, -0.0096], [0.0037, -0.0018, 0.0201], [-0.0119, 0.0153, 0.0019], [0.0629, -0.0318, 0.0025], [0.0163, 0.0242, 0.0038], [-0.0176, -0.0042, -0.0327], [-0.0290, 0.0028, 0.0097], [-0.0318, 0.0085, -0.0009], [-0.0107, -0.0675, -0.1166], [-0.0258, -0.0272, 0.1196], [0.0407, -0.0192, -0.0695], [-0.0671, 0.0081, 0.0490], [0.1049, 0.0217, -0.0125], [-0.0993, 0.0238, -0.0398], [0.0030, 0.0086, 0.0252], [-0.0171, 0.0102, 0.0314], [0.0036, 0.0411, 0.0095], [0.0250, 0.0040, -0.0059], [0.0011, -0.0075, -0.0364], [0.0062, 0.0112, 0.0030], [-0.0111, -0.0088, 0.0025], [0.0023, 0.0103, -0.0066], [0.0096, -0.0027, 0.0123], [-0.0297, 0.0009, 0.0043], [-0.0077, -0.0029, 0.0194], [0.0117, -0.0310, 0.0172], [0.0317, -0.0051, -0.0071], [0.0212, -0.0019, 0.0108], [-0.0354, -0.1140, -0.0485], [0.0220, 0.1055, -0.0111], [-0.0540, -0.0432, -0.0098], [0.0601, 0.0299, -0.0049], [-0.1042, 0.0194, 0.0339], [0.0980, -0.0436, 0.0262], [0.0122, 0.0301, -0.0036], [0.0282, 0.0366, 0.0073], [0.0301, 0.0243, 0.0440], [-0.0323, -0.0002, 0.0097], [-0.0017, -0.0325, 0.0020], [-0.0069, 0.0083, 0.0157], [0.0161, -0.0020, -0.0123], [-0.0037, -0.0085, 0.0130], [-0.0046, 0.0084, -0.0129], [0.0345, -0.0088, 0.0006], [0.0123, 0.0204, -0.0111], [-0.0125, 0.0076, -0.0344], [-0.0307, -0.0046, -0.0029], [-0.0177, 0.0100, -0.0039]], "lowdin_charge": [-0.12, -0.29, 0.54, -0.32, -0.27, -0.21, -0.23, -0.23, -0.25, -0.12, -0.35, -0.31, -0.22, -0.21, -0.23, -0.27, -0.13, -0.33, -0.22, -0.34, -0.09, 0.03, 0.02, 0.04, 0.00, 0.00, 0.07, 0.07, 0.09, 0.09, 0.10, 0.10, 0.10, 0.11, 0.10, 0.09, 0.10, 0.08, 0.07, 0.07, 0.06, 0.07, 0.06, 0.09, 0.09, 0.10, 0.09, 0.10, 0.10, 0.09, 0.10, 0.10, 0.10, 0.07, 0.06, 0.07, 0.08, 0.06, 0.11, 0.10, 0.06, 0.06, 0.07, -0.11, -0.27, -0.23, -0.22, -0.25, -0.11, 0.07, 0.07, 0.07, 0.10, 0.10, 0.10, 0.11, 0.10, 0.11, 0.08, 0.10, 0.08, 0.07, 0.06, -0.11, -0.27, -0.22, -0.23, -0.27, -0.11, 0.07, 0.06, 0.08, 0.10, 0.09, 0.10, 0.11, 0.09, 0.10, 0.10, 0.10, 0.07, 0.07, 0.06, -0.11, -0.27, -0.23, -0.23, -0.27, -0.11, 0.07, 0.07, 0.07, 0.10, 0.10, 0.10, 0.10, 0.11, 0.10, 0.10, 0.10, 0.07, 0.07, 0.06]}